# 1
C24H22N6O8Ta | ωB97M-V/def2-TZVPD

Structure (XYZ):
```
61
Properties=species:S:1:pos:R:3
Ta -0.51590 0.15198 -1.01682
C -1.78023 3.94230 1.05136
C -1.78731 2.60215 1.69271
N -1.50534 1.46388 1.09751
C -1.65722 0.47668 2.04146
C -2.03168 1.03518 3.23621
N -2.10243 2.37523 2.98744
C -2.26164 0.53302 4.62398
O -2.19766 -0.76419 4.80169
O -2.47058 1.33108 5.49928
C -1.46496 -0.92830 1.64218
O -1.67606 -1.85048 2.39856
O -1.06496 -1.05401 0.40193
H -1.44887 3.84336 0.02104
H -1.11682 4.62369 1.58503
H -2.78321 4.37128 1.06389
H -2.37975 3.04464 3.69277
H -2.04975 -1.27474 3.96889
C 1.11172 -0.56067 -5.14115
C 2.10874 -1.51089 -4.96775
C 2.35625 -2.03641 -3.71096
C 1.60404 -1.60860 -2.61889
C 0.62845 -0.63137 -2.78151
C 0.38458 -0.11421 -4.04751
C 1.78161 -2.16777 -1.27453
C 2.21324 -3.50003 -1.09351
C 2.30987 -4.00722 0.16699
C 2.05602 -3.17208 1.27711
C 2.21996 -3.61110 2.60835
C 1.98955 -2.76221 3.65422
C 1.58986 -1.43823 3.39989
C 1.41569 -0.98773 2.11921
C 1.63482 -1.84573 1.02184
N 1.46250 -1.38555 -0.25288
H 0.89489 -0.17240 -6.12715
H 2.68534 -1.85110 -5.81701
H 3.15230 -2.75983 -3.58797
H -0.38673 0.63405 -4.19443
H 2.41020 -4.10977 -1.96210
H 2.59023 -5.03969 0.33423
H 2.54009 -4.63155 2.77698
H 2.11924 -3.09841 4.67341
H 1.42984 -0.76403 4.23183
H 1.10392 0.03399 1.93373
N -3.73719 1.60674 -1.40990
N -3.96234 0.74785 -2.49065
C -3.06828 -0.23541 -2.81234
O -3.18635 -0.96761 -3.74802
O -2.01502 -0.28440 -1.95559
H -4.36670 1.38830 -0.64527
H -3.90515 2.55940 -1.70740
H -4.83911 0.75341 -2.98582
N 1.91015 1.99046 0.68125
C 1.94465 3.08259 -0.29357
C 1.23500 2.67676 -1.57936
O 1.48396 3.11156 -2.65659
O 0.27104 1.73988 -1.38830
H 2.14507 2.33862 1.60271
H 2.62069 1.30510 0.44172
H 2.94821 3.41340 -0.56367
H 1.40955 3.94917 0.10126
```

Calculated values
**HOMO energy**: -0.422 hartree
**Maximum force**: 0.063 Eh/bohr
**Total charge**: +1

# 2
C24H23BN9STc | ωB97M-V/def2-TZVPD

Structure (XYZ):
```
59
Properties=species:S:1:pos:R:3
Tc 0.38405 -0.29092 0.39430
C 2.52037 -3.84317 0.71258
C 2.44598 -2.52355 0.33310
N 1.25969 -2.00842 0.74858
N 0.56436 -2.99447 1.39768
C 1.31928 -4.10466 1.35788
B -0.97266 -2.78800 1.62190
N -1.14304 -1.52894 2.52664
C -1.97034 -1.24953 3.54653
C -1.96332 0.11508 3.80062
C -1.10867 0.65223 2.86649
N -0.60329 -0.34633 2.09949
N -1.62373 -2.45239 0.23493
C -2.56631 -2.99471 -0.55041
C -2.71688 -2.22782 -1.70178
C -1.81998 -1.20191 -1.57538
N -1.13875 -1.32480 -0.39644
N -1.56933 -4.03383 2.32521
C -1.26771 -4.50111 3.49631
C -2.06516 -5.70417 3.69562
C -2.81547 -5.82160 2.47695
N -2.55314 -4.84967 1.66180
H 3.33547 -4.52915 0.54476
H 3.15754 -1.92710 -0.21768
H 0.97911 -5.03695 1.78316
H -2.54380 -2.02050 4.03798
H -2.51992 0.63868 4.56138
H -0.84219 1.68318 2.69040
H -3.08125 -3.89697 -0.26009
H -3.40189 -2.40913 -2.51462
H -1.61963 -0.38126 -2.25054
H -0.54206 -4.04593 4.15951
H -2.11998 -6.31772 4.58640
H -3.53584 -6.58554 2.21274
N 1.55186 1.18971 0.81875
S 2.38040 1.67928 2.24465
C 4.06480 1.22051 1.90395
C 4.46774 0.65658 0.70222
C 5.81371 0.34941 0.54954
C 6.70678 0.59285 1.58396
C 6.27286 1.15488 2.77899
C 4.93466 1.47391 2.95767
C 2.35630 3.40588 2.18778
C 1.53944 4.03854 3.13060
C 1.51522 5.42238 3.14012
C 2.28712 6.13352 2.22675
C 3.09706 5.48127 1.29296
C 3.15085 4.10346 1.26989
H 1.60141 1.95120 0.12962
H 3.77533 0.51690 -0.11885
H 6.17109 -0.05472 -0.38836
H 7.75415 0.35369 1.45422
H 6.97718 1.35308 3.57600
H 4.59702 1.92213 3.88547
H 0.97775 3.47089 3.86334
H 0.90802 5.94639 3.86548
H 2.27556 7.21544 2.25081
H 3.69334 6.05296 0.59543
H 3.81405 3.59093 0.58296
```

Calculated values
**HOMO energy (alpha / beta)**: -0.713 / -0.713 hartree
**Maximum force**: 0.017 Eh/bohr
**⟨S²⟩**: 2.036
**Total charge**: +4
**Spin multiplicity**: 3

# 3
C24H23BrN3O4RuS2 | ωB97M-V/def2-TZVPD

Structure (XYZ):
```
58
Properties=species:S:1:pos:R:3
Ru 0.16619 -0.02056 0.50959
O 0.06417 2.03531 0.21193
N -1.08316 2.45875 -0.29532
C -1.26469 3.78918 -0.40914
C -2.41872 4.28578 -0.95958
C -3.40222 3.40949 -1.40981
C -3.19017 2.05081 -1.29407
C -2.01184 1.58699 -0.72968
S -1.65667 -0.13732 -0.55298
H -0.44283 4.38510 -0.04308
H -2.53935 5.35612 -1.03658
H -4.31694 3.78386 -1.84641
H -3.92092 1.33096 -1.63557
C 0.99493 -4.53880 4.84362
C -0.33091 -4.33730 4.12652
N -0.13685 -3.96603 2.71498
C -0.15951 -5.07000 1.75002
C -1.56465 -5.34816 1.23832
C 0.06589 -2.71017 2.35568
S 0.31224 -2.35577 0.68442
N 0.12431 -1.82575 3.37680
C 0.15636 -0.53839 3.36381
O 0.01281 0.29639 2.34909
C 0.36122 0.17112 4.64602
C 0.54508 1.55422 4.66550
C 0.75582 2.20547 5.86919
C 0.78148 1.48455 7.05470
C 0.59937 0.10722 7.03907
C 0.39149 -0.54914 5.84027
H 0.81698 -4.84068 5.87560
H 1.57331 -3.61557 4.84486
H 1.58620 -5.31859 4.36199
H -0.93310 -3.57594 4.61329
H -0.90785 -5.26187 4.11958
H 0.24513 -5.94190 2.26397
H 0.51884 -4.84081 0.93109
H -2.24314 -5.57356 2.06175
H -1.55158 -6.20472 0.56538
H -1.95327 -4.48892 0.69224
H 0.53486 2.11111 3.73996
H 0.90464 3.27665 5.88211
H 0.94565 1.99618 7.99388
H 0.62076 -0.45315 7.96395
H 0.24992 -1.62027 5.81501
Br 4.18332 -0.28835 1.53845
C 4.66112 0.84742 0.09121
C 5.97344 1.29689 0.12535
C 6.45176 2.14470 -0.85970
C 5.61966 2.55291 -1.88953
C 4.31521 2.10133 -1.92559
C 3.80867 1.24330 -0.94641
C 2.37556 0.85981 -1.14995
O 1.71824 1.20822 -2.09294
O 1.88426 0.03772 -0.20219
H 6.61878 0.97821 0.93129
H 7.47824 2.48371 -0.81549
H 5.98559 3.21550 -2.66164
H 3.64735 2.39531 -2.72286
```

Calculated values
**HOMO energy**: -0.414 hartree
**Maximum force**: 0.012 Eh/bohr
**Total charge**: +1